Entry 1:
This record from OMol25 describes an isolated molecule of C3H6N2S2 at a distorted geometry. The level of theory is wB97M-V/def2-TZVPD.

Structure (XYZ):
```
13
Properties=species:S:1:pos:R:3
S -2.805 -0.933 -0.173
S -1.197 1.415 -0.480
N -0.397 -0.952 0.676
N 0.865 -1.511 0.202
C -1.432 -0.183 0.052
C 1.258 -1.053 -0.863
C 0.197 1.727 0.539
H 2.232 -1.531 -1.369
H 0.040 1.154 1.501
H 0.854 -0.389 -1.718
H -0.941 -1.836 1.015
H 0.350 2.832 0.609
H 0.977 1.261 0.008
```

For the HOMO energy, the calculation gives -8.55 eV. For the HOMO-LUMO gap, the calculation gives 8.407 eV. Its SMILES is C=NNC(=S)SC.

***

Entry 2:
This record from OMol25 describes a structure of composition C3H6N2S2 at a distorted geometry. The level of theory is wB97M-V/def2-TZVPD.

Structure (XYZ):
```
13
Properties=species:S:1:pos:R:3
S 0.234 2.703 -3.488
S 0.232 -0.958 2.302
N 1.013 -1.487 3.590
N 0.352 1.208 -4.056
C 0.786 -0.957 0.738
C -1.441 0.237 0.532
C -0.298 -0.289 0.122
H -0.009 0.228 -0.814
H 1.775 -1.105 0.384
H 0.459 -1.302 4.363
H -1.845 -0.444 1.213
H -2.106 0.899 0.042
H 0.848 1.267 -4.928
```

For the HOMO energy (alpha / beta), the calculation gives -7.96 / -7.96 eV. For the HOMO-LUMO gap (alpha / beta), the calculation gives 6.283 / 6.282 eV.

***

Entry 3:
This record from OMol25 describes an isolated molecule of C3H6N2S2 at a distorted geometry. The level of theory is wB97M-V/def2-TZVPD.

Structure (XYZ):
```
13
Properties=species:S:1:pos:R:3
S -2.452 0.447 -0.677
S -0.703 -2.300 1.297
N 0.244 0.643 -0.424
N 0.670 1.372 -1.517
C 1.028 -0.099 0.571
C -0.352 -0.550 1.129
C -0.974 0.215 -0.044
H -0.571 -0.074 2.097
H 1.640 0.516 1.196
H -0.678 -2.600 -0.023
H 0.326 2.311 -1.401
H 0.216 0.997 -2.344
H 1.604 -0.878 0.139
```

For the HOMO energy, the calculation gives -8.64 eV. For the HOMO-LUMO gap, the calculation gives 9.271 eV. Its SMILES is NN1C[C@H](S)C1=S.

***

Entry 4:
This record from OMol25 describes a structure of composition C3H6N2S2 at a distorted geometry. The level of theory is wB97M-V/def2-TZVPD.

Structure (XYZ):
```
13
Properties=species:S:1:pos:R:3
S 2.122 0.344 -0.444
S -1.169 1.733 0.106
N -2.115 -1.332 -0.470
N -0.866 -0.969 -0.046
C 0.384 -1.637 0.409
C -0.468 0.214 0.255
C 0.960 -0.294 0.681
H 3.092 -0.414 -0.053
H -2.827 -0.752 0.052
H 0.736 -2.181 -0.422
H 1.357 0.023 1.646
H -2.311 -1.171 -1.579
H 0.327 -2.342 1.316
```

For the HOMO energy, the calculation gives -8.46 eV. For the HOMO-LUMO gap, the calculation gives 9.066 eV.

***

Entry 5:
This record from OMol25 describes a structure of composition C3H6N2S2 at a distorted geometry. The level of theory is wB97M-V/def2-TZVPD.

Structure (XYZ):
```
13
Properties=species:S:1:pos:R:3
S 0.574 1.363 -0.518
S 3.269 0.100 0.686
N -0.306 -1.134 -0.118
N 1.343 -1.219 -0.913
C -1.874 0.457 0.440
C -0.536 0.074 -0.109
C 1.998 0.042 -0.635
H 2.592 -0.337 1.791
H -2.029 1.540 0.740
H 2.589 0.508 -1.325
H 1.106 -1.430 -1.835
H -2.634 0.357 -0.413
H -2.185 -0.340 1.119
```

For the HOMO energy, the calculation gives -9.27 eV. For the HOMO-LUMO gap, the calculation gives 9.516 eV.

***

Entry 6:
This record from OMol25 describes an isolated molecule of C3H6N2S2 at a distorted geometry. The level of theory is wB97M-V/def2-TZVPD.

Structure (XYZ):
```
13
Properties=species:S:1:pos:R:3
S -1.040 0.298 2.737
S 0.592 -0.853 -2.844
N -0.016 0.775 1.460
N 0.853 0.660 -0.590
C -0.909 -1.044 -0.008
C -0.057 0.131 0.358
C 1.157 0.326 -1.870
H -0.596 1.270 3.574
H -1.495 -0.833 -0.912
H 1.971 1.013 -2.229
H 1.382 1.420 -0.191
H -1.547 -1.276 0.822
H -0.294 -1.888 -0.307
```

For the HOMO energy, the calculation gives -8.48 eV. For the HOMO-LUMO gap, the calculation gives 8.717 eV. Its SMILES is C/C(=N\S)NC=S.

***

Entry 7:
This record from OMol25 describes an isolated molecule of C3H6N2S3 at a distorted geometry. The level of theory is wB97M-V/def2-TZVPD.

Structure (XYZ):
```
14
Properties=species:S:1:pos:R:3
S -0.580 2.070 0.893
S 1.166 -0.249 1.876
S -1.246 -0.906 0.002
N 1.032 0.470 -0.702
N 1.992 -0.271 -0.628
C -2.153 0.023 -1.288
C 0.250 0.568 0.513
C 2.315 -0.971 0.548
H 3.391 -0.780 0.771
H -1.434 0.919 -1.209
H -1.600 1.684 1.879
H -2.091 -0.595 -2.145
H 2.181 -2.046 0.399
H -3.224 0.085 -0.908
```

For the HOMO energy, the calculation gives -8.80 eV. For the HOMO-LUMO gap, the calculation gives 8.408 eV. Its SMILES is CS[C@]1(S)N=NCS1.

***

Entry 8:
This record from OMol25 describes a structure of composition C3H6N2S3 at a distorted geometry. The level of theory is wB97M-V/def2-TZVPD.

Structure (XYZ):
```
14
Properties=species:S:1:pos:R:3
S -1.648 2.013 -0.001
S 0.856 -1.336 0.526
S 3.096 0.352 -0.515
N 1.710 0.249 0.657
N 0.887 1.294 0.515
C -1.973 -1.038 -0.114
C -0.313 1.151 -0.100
C -0.536 -0.703 -0.514
H -0.150 -0.826 -1.583
H 1.309 2.212 0.670
H -1.975 -1.375 0.969
H -2.651 -0.057 -0.232
H -2.551 -1.851 -0.710
H 3.940 -0.086 0.431
```

For the HOMO energy, the calculation gives -8.59 eV. For the HOMO-LUMO gap, the calculation gives 8.738 eV.

***

no.,E (eV)
1,-27855.812
2,-27852.438
3,-27857.431
4,-27856.464
5,-27855.943
6,-27858.256
7,-38691.025
8,-38690.468